[1]
DFT (wB97M-V/def2-TZVPD) results for a structure of composition C3H3ClN2 in a non-equilibrium geometry.

ΔE to the lowest compared entry with this formula, charge and spin, kcal per mole: 92.54
Total energy, eV: -18657.975
HOMO-LUMO gap, eV: 8.474

Structure (XYZ):
```
9
Properties=species:S:1:pos:R:3:forces:R:3
C -1.556556 -0.944504 0.450382 -0.1 -1.0 0.3
C -0.821143 0.184227 0.800128 -1.4 0.4 0.5
C -0.724914 -0.169535 -1.084972 0.5 0.4 0.7
N -1.310765 -1.243467 -0.974230 -1.1 -0.9 0.7
N -0.210670 0.690307 -0.347692 1.2 1.3 -1.0
Cl 3.958165 0.505014 -0.984624 -0.1 0.9 0.3
H -2.209554 -1.626125 1.049520 0.7 0.8 -0.9
H -0.886550 0.870810 1.658631 0.2 -0.9 -0.3
H 3.761991 1.733274 -0.567142 0.1 -0.9 -0.3
```
Forces are in eV/Å.

=====

[2]
DFT (wB97M-V/def2-TZVPD) results for the molecule C8H14N2O4 in a non-equilibrium geometry.

ΔE to the lowest compared entry with this formula, charge and spin, kcal per mole: 26.23
Total energy, eV: -19693.151
SMILES: N[C@@H](CO)C(=O)N1CCC[C@H]1C(=O)O
HOMO-LUMO gap, eV: 9.680

Structure (XYZ):
```
28
Properties=species:S:1:pos:R:3:forces:R:3
C -1.355227 -0.987511 -0.429700 -1.3 0.1 0.2
C -0.887286 0.478945 -0.609146 0.3 -2.4 1.3
C -2.898818 -0.963186 -0.420152 0.1 0.6 0.2
C 1.619807 0.068174 -0.402958 -0.2 -0.9 -0.8
C 1.728062 -1.475511 -0.402714 -1.8 0.5 -0.7
C 1.842530 0.794895 0.936667 0.0 0.0 0.2
C 1.152436 2.165184 0.654802 0.4 0.5 0.7
C 0.797098 2.127626 -0.815537 -0.1 0.0 -1.2
H -1.591999 -1.440552 1.571370 0.3 0.2 -0.5
H -0.711685 -2.544774 0.713767 0.0 0.6 0.2
H -1.005832 -1.617816 -1.236469 0.0 0.2 -0.1
H -3.289812 -0.515624 -1.338103 0.1 -0.2 -0.2
H -3.332154 -1.946881 -0.253004 0.3 -0.3 -0.4
H -3.037780 0.672696 0.621015 0.0 -0.3 -0.3
H 2.322907 0.410104 -1.185307 0.5 -0.4 0.8
H 2.918361 0.877064 1.157641 -0.4 0.0 0.0
H 1.333678 0.253957 1.775582 0.5 0.4 -0.8
H 0.200747 2.186526 1.166257 -0.2 0.1 0.4
H 1.715215 3.053930 0.997986 -0.1 -0.5 -0.3
H 1.669640 2.313166 -1.491842 -0.7 0.0 0.5
H -0.065768 2.724522 -1.135413 0.5 0.2 0.3
H 2.653702 -2.863549 0.516769 0.1 1.0 -0.4
N -0.863062 -1.537951 0.851396 0.0 -0.4 0.1
N 0.397863 0.708181 -0.976439 1.1 0.5 -0.2
O -1.642004 1.365507 -0.287603 -0.6 1.5 -0.6
O -3.381733 -0.231622 0.680840 -0.5 0.0 0.9
O 0.974114 -2.190791 -1.043192 2.1 0.3 0.8
O 2.737013 -1.884712 0.383487 -0.5 -1.0 0.1
```
Forces are in eV/Å.

=====

[3]
DFT (wB97M-V/def2-TZVPD) results for a structure of composition C3H3P in a non-equilibrium geometry.

ΔE to the lowest compared entry with this formula, charge and spin, kcal per mole: 151.47
Total energy, eV: -12438.422
HOMO-LUMO gap (alpha / beta), eV: 6.712 / 6.817

Structure (XYZ):
```
7
Properties=species:S:1:pos:R:3:forces:R:3
C -1.844289 2.277665 3.791191 0.6 -4.6 -5.5
C -1.658455 1.075812 2.309245 -0.2 4.8 5.1
C -0.707024 -0.438206 0.246508 -0.3 0.3 0.1
P -0.700639 1.257555 0.962938 -0.6 -0.4 0.6
H -1.403301 -1.189137 0.566286 -0.6 0.0 0.5
H 0.254608 -0.836769 0.408322 1.4 -0.5 0.4
H -0.763754 -0.360776 -0.810197 -0.3 0.2 -1.1
```
Forces are in eV/Å.

=====

[4]
DFT (wB97M-V/def2-TZVPD) results for a cluster of 2 separate species, C6H11N2OS in total in a non-equilibrium geometry.

ΔE to the lowest compared entry with this formula, charge and spin, kcal per mole: 35.33
Charge: +1
Total energy, eV: -22255.064
HOMO-LUMO gap, eV: 8.763

Structure (XYZ):
```
21
Properties=species:S:1:pos:R:3:forces:R:3
C 2.474347 -0.355723 -0.970859 1.1 -0.4 1.3
C 3.028106 -0.846234 0.179624 -1.1 1.1 0.6
C 1.336625 0.784397 0.645722 -0.8 0.5 -1.7
C -1.004708 -1.497514 0.539212 0.3 2.5 1.3
C -2.210843 0.682013 0.440373 -0.3 1.9 -0.7
C -1.338481 -0.386292 -0.177712 -0.5 -1.2 1.7
N 1.476737 0.594501 -0.690550 2.4 -1.2 2.2
N -1.025962 -0.098041 -1.536333 -2.0 -0.7 0.0
O -1.398221 1.702588 1.118665 -0.8 -0.9 0.4
S 2.339036 -0.123458 1.621234 0.0 0.0 -1.5
H 2.971289 -0.650869 -1.906370 -1.2 0.6 0.0
H 3.805308 -1.528552 0.411842 0.6 -0.6 -0.6
H 0.536197 1.437777 0.984261 0.2 -0.1 0.1
H -0.291402 -2.211033 0.128030 -0.4 -0.2 0.3
H -1.165562 -1.373284 1.706290 0.1 -0.9 -2.7
H -2.647180 1.283648 -0.418890 0.0 -0.8 1.1
H -3.069946 0.318146 1.052064 1.0 0.1 -0.3
H -1.807370 0.536929 -1.802041 1.1 -0.5 -0.4
H -1.275942 -0.978848 -1.999340 0.7 0.3 -0.6
H 0.898849 1.028575 -1.383405 -0.5 0.1 -0.3
H -1.630879 1.681272 2.058192 0.1 0.1 -0.2
```
Forces are in eV/Å.

=====

[5]
DFT (wB97M-V/def2-TZVPD) results for a structure of composition C16H34CuO14 in a non-equilibrium geometry.

Charge: -1
Total energy, eV: -90443.117
HOMO-LUMO gap, eV: 4.589

Structure (XYZ):
```
65
Properties=species:S:1:pos:R:3:forces:R:3
Cu -0.240276 1.079970 -0.020156 -2.1 0.4 -1.1
C -2.975523 0.882934 2.702563 -1.0 -0.5 -0.6
C -3.253420 0.080791 1.364913 0.9 1.4 -1.2
O -2.693258 0.562289 0.208128 1.5 0.1 1.2
H -1.949107 1.221688 2.843309 0.3 -0.4 -0.2
H -3.316150 0.217866 3.496142 0.3 -0.1 0.6
H -3.592157 1.775204 2.810804 -0.1 0.2 -0.4
H -4.320843 0.005162 1.157558 -0.9 0.3 0.6
H -3.010358 -0.966711 1.543154 0.7 -1.0 0.6
C 0.567260 2.596387 -3.391528 1.3 1.1 0.8
C -0.857702 2.923261 -3.023739 -0.8 -2.6 1.3
O -1.418182 1.917884 -2.194636 1.3 1.0 -0.5
H 0.840990 1.676943 -3.909013 -0.6 0.1 -0.3
H 1.135277 2.597718 -2.461224 -0.1 -0.5 0.5
H 1.026999 3.484322 -3.825503 0.2 0.1 -1.1
H -1.442135 3.074481 -3.931316 -0.4 -0.1 -0.6
H -0.838061 3.904238 -2.548991 0.1 0.6 0.4
C 3.816923 -0.564546 0.882750 -1.8 0.8 0.3
O 3.344984 -1.123223 -0.349744 2.3 -0.7 0.4
C 2.498347 -0.508758 -1.139799 -2.4 -0.6 -1.0
O 1.895560 0.535538 -1.005528 1.2 -0.2 0.4
O 2.230678 -1.411552 -2.107375 0.6 0.2 -0.8
C 1.540763 -0.984758 -3.321279 -0.8 0.0 1.0
H 4.397179 -1.240781 1.510543 -0.2 -0.6 -0.8
H 2.859423 -0.373200 1.367177 0.4 0.6 0.8
H 4.401607 0.350991 0.793141 -0.2 0.1 -0.5
H 2.157815 -0.317911 -3.923499 0.0 0.0 0.2
H 0.593617 -0.534063 -3.024820 0.1 0.6 -0.1
H 1.249569 -1.882537 -3.866523 0.5 -0.1 0.1
C -1.065669 -2.195863 -1.061036 -0.1 0.8 1.0
O -1.855415 -2.769935 -2.068915 -0.4 -1.4 -1.5
C -2.883381 -2.150888 -2.684372 -0.1 3.5 1.4
O -3.228894 -0.999797 -2.464240 0.3 -2.5 -0.8
O -3.414482 -2.997231 -3.570501 -0.2 -1.4 -0.7
C -4.586673 -2.645803 -4.328043 0.3 0.5 0.3
H -0.964536 -1.112754 -1.130003 -0.4 0.2 -0.2
H -0.071802 -2.642560 -1.032740 -0.2 -0.2 -0.6
H -1.510666 -2.413842 -0.090175 -0.2 0.2 -0.1
H -4.443493 -1.651534 -4.751173 -0.3 0.1 0.3
H -5.485758 -2.750375 -3.720746 0.1 0.5 0.3
H -4.758377 -3.330244 -5.158806 0.8 -0.3 0.1
C 0.616215 -1.184564 4.564097 -0.8 1.5 1.3
O 0.468373 -2.103295 3.529686 0.9 -0.1 -1.6
C 0.435433 -1.563980 2.274353 -0.1 -0.4 -1.4
O 0.452000 -0.376169 1.977801 0.3 -2.5 0.8
O 0.407335 -2.585040 1.313108 0.3 1.6 2.6
C 0.123223 -3.941407 1.759581 -0.4 0.2 -0.8
H 0.822578 -1.647664 5.529004 -0.2 -0.7 -0.3
H -0.343167 -0.669965 4.617878 0.1 0.4 0.4
H 1.404842 -0.437639 4.473139 0.1 -0.1 -0.7
H -0.636039 -4.259786 1.045251 -0.1 -0.2 0.2
H -0.260626 -4.015423 2.777067 0.1 0.2 -0.3
H 0.990571 -4.588129 1.627066 0.2 0.3 0.1
C 3.528278 3.281320 -0.142961 0.2 0.1 -0.7
O 3.243250 3.372966 1.261898 1.6 0.8 0.1
C 2.007791 3.195997 1.626247 -2.7 -2.9 -0.7
O 1.095397 2.964568 0.830423 1.0 0.9 1.7
O 1.953952 3.020204 2.975651 2.5 1.0 -2.0
C 0.796732 2.634631 3.630501 -1.2 0.8 -0.3
H 4.609511 3.292878 -0.280435 0.1 -0.2 0.6
H 3.194327 4.152868 -0.705976 -0.5 -0.1 0.2
H 3.125925 2.363527 -0.571768 -0.2 0.2 0.1
H 0.714947 3.419609 4.382324 -0.5 -0.6 0.6
H 0.913387 1.610345 3.984533 -0.2 0.3 0.2
H -0.044906 2.745347 2.946772 -0.2 -0.4 0.1
```
Forces are in eV/Å.

=====

[6]
DFT (wB97M-V/def2-TZVPD) results for a structure of composition C18H17F6N5O6S3V in a non-equilibrium geometry.

ΔE to the lowest compared entry with this formula, charge and spin, kcal per mole: 45.73
Total energy, eV: -113176.167
Multiplicity: 4
HOMO-LUMO gap (alpha / beta), eV: 5.954 / 7.477

Structure (XYZ):
```
56
Properties=species:S:1:pos:R:3:forces:R:3
V 0.135912 0.518189 0.208423 0.9 1.4 0.4
C -0.663588 -1.397711 3.841423 0.0 0.2 -0.1
C -0.342288 -0.416111 2.763623 -0.6 -0.1 0.6
N 0.088013 -0.745311 1.553823 0.3 -1.3 1.2
N 0.746512 -1.950211 1.403223 0.5 -1.0 -0.5
C 2.029312 -2.058011 1.916823 -0.1 -0.2 0.7
N 2.826212 -2.952811 1.286523 0.0 -0.1 -0.4
S 2.467313 -1.274811 3.292723 0.6 0.2 0.2
C -0.545187 0.996989 2.869123 0.1 -0.1 0.1
C -1.046788 1.685289 3.980923 0.0 0.1 0.0
C -1.059787 3.065689 3.974123 0.1 -0.4 -0.1
C -0.553988 3.730489 2.858023 0.1 -0.1 -0.3
C -0.097887 2.988989 1.777823 -0.1 0.7 0.2
N -0.102888 1.660689 1.760223 -0.2 1.4 1.8
H 0.107813 -1.412611 4.608023 0.0 0.0 0.0
H -1.611788 -1.130111 4.304923 -0.1 -0.1 0.0
H -0.736687 -2.390111 3.403423 0.0 -0.1 0.1
H 0.681112 -2.305411 0.449823 -0.2 0.2 0.3
H 2.773912 -3.005011 0.275023 -0.1 0.0 0.2
H 3.761412 -3.033711 1.656723 -0.2 0.1 0.1
H -1.416988 1.138889 4.833223 0.0 -0.1 0.1
H -1.434787 3.620189 4.823523 0.0 0.0 0.0
H -0.519888 4.807289 2.827223 0.0 0.1 -0.1
H 0.284312 3.462689 0.878823 -0.1 0.1 0.2
F 4.957612 0.275089 -2.373077 -0.5 -0.2 -0.1
C 4.301912 0.488789 -1.236377 0.2 0.1 0.3
F 4.280412 1.800989 -1.007277 -0.2 0.0 -0.1
F 5.001612 -0.086811 -0.251877 -0.3 -0.1 -0.1
S 2.545813 -0.171911 -1.189877 3.8 -0.6 -1.0
O 2.153512 0.356589 0.097423 0.1 0.4 0.6
O 2.749112 -1.592211 -1.262877 -0.1 0.1 -0.5
N 1.956313 0.523689 -2.457777 -0.3 0.0 0.1
S 0.706012 1.472889 -2.339677 0.8 1.5 -3.3
O 0.608112 2.174389 -1.087077 -0.3 0.4 1.2
O -0.506188 1.008589 -2.926477 -0.1 -0.2 -0.2
C 1.310912 2.814089 -3.511777 0.3 0.2 -0.1
F 2.521312 3.237789 -3.146077 0.0 -0.2 0.2
F 0.498912 3.872489 -3.509777 -0.2 -0.3 0.3
F 1.391312 2.364389 -4.761377 -0.1 -0.3 0.2
C -0.143188 -2.582711 -2.648177 0.2 0.3 0.2
C -0.624288 -1.470911 -1.752877 -0.2 -0.3 0.1
O 0.264412 -0.817711 -1.126877 -1.5 -2.2 -1.3
C -2.012688 -1.181811 -1.602277 0.0 0.5 0.4
C -2.986388 -1.912511 -2.320477 -0.2 -0.1 0.0
C -4.320388 -1.611011 -2.250977 0.2 -0.3 -0.2
C -4.745488 -0.532611 -1.465877 0.3 0.2 0.2
C -3.838388 0.199389 -0.748977 -0.1 0.0 0.1
C -2.451587 -0.097011 -0.760677 -0.3 -0.5 -0.4
O -1.666788 0.606789 -0.021777 -2.3 0.4 -0.7
H 0.941812 -2.632411 -2.584677 0.0 -0.1 0.0
H -0.418988 -2.379111 -3.678177 -0.1 0.0 -0.1
H -0.580788 -3.532411 -2.345677 0.0 -0.1 0.0
H -2.667287 -2.741011 -2.932877 0.0 -0.1 -0.1
H -5.047788 -2.196211 -2.794777 0.0 0.0 -0.1
H -5.795688 -0.282811 -1.424877 -0.1 0.0 0.0
H -4.152488 1.021789 -0.123577 0.0 0.1 0.0
```
Forces are in eV/Å.

=====

[7]
DFT (wB97M-V/def2-TZVPD) results for a structure of composition C5H13N2S in a non-equilibrium geometry.

ΔE to the lowest compared entry with this formula, charge and spin, kcal per mole: 124.89
Charge: -1
Total energy, eV: -19206.863
HOMO-LUMO gap, eV: 5.207

Structure (XYZ):
```
21
Properties=species:S:1:pos:R:3:forces:R:3
C -2.654747 -0.943484 0.737143 0.1 -2.1 -0.5
N -1.576155 -1.623120 0.435282 -1.1 1.5 0.6
C 0.408090 0.835618 -0.943689 -0.4 -1.1 0.7
C -0.418501 2.118495 -0.937213 -0.9 -0.4 -1.6
S 0.239216 3.548043 -0.087004 0.1 0.3 0.2
C 0.914733 0.542362 0.516053 0.1 -0.3 -1.4
N 1.033173 -0.896215 0.910984 -0.8 0.0 -0.7
C 1.986126 -1.684071 0.151134 1.2 0.8 0.1
H -1.379527 -0.454294 0.834343 -0.3 -0.6 -0.8
H -3.228666 -1.250570 1.626588 -0.3 0.5 0.3
H -3.201541 -0.342660 -0.009610 0.3 0.7 0.3
H 1.146988 0.826597 -1.774251 0.2 0.2 0.9
H -0.238384 -0.029112 -1.160243 -0.2 0.2 -0.4
H -1.451218 1.824922 -0.652501 0.2 0.2 0.6
H -0.611706 2.348601 -2.004127 0.2 0.2 0.2
H 0.159283 0.958326 1.208644 0.6 0.2 -0.2
H 1.837996 1.148549 0.522367 -0.2 -0.6 1.1
H 0.101740 -1.316748 0.695400 1.5 0.3 0.6
H 2.243616 -2.626492 0.639109 -0.3 -0.1 0.1
H 2.902867 -1.079334 0.205010 0.2 -0.3 -0.4
H 1.786618 -1.905412 -0.913418 -0.3 0.3 0.2
```
Forces are in eV/Å.

=====

[8]
DFT (wB97M-V/def2-TZVPD) results for a cluster of 2 separate species, C6H3N2O3 in total in a non-equilibrium geometry.

ΔE to the lowest compared entry with this formula, charge and spin, kcal per mole: 45.99
Charge: -1
Total energy, eV: -15390.275
HOMO-LUMO gap, eV: 5.680

Structure (XYZ):
```
14
Properties=species:S:1:pos:R:3:forces:R:3
C -0.999441 1.253852 1.563191 0.1 0.2 -0.2
C -0.901049 -0.087727 1.326879 -0.6 -0.4 0.8
C 0.219881 1.753764 -0.256103 -0.4 -0.1 0.5
C 0.390822 0.475388 -0.615876 1.7 -0.9 -2.6
C 1.493285 -1.089748 -2.255257 -0.3 2.7 0.4
C -0.070212 -1.811465 0.062992 -0.8 -1.5 1.2
N -0.486550 2.226219 0.833166 -0.1 0.6 0.3
N -0.173933 -0.557719 0.182959 0.0 -0.2 0.2
O 2.041504 -0.424075 -3.047644 0.1 -0.6 -0.1
O -0.360826 -2.935419 0.366201 0.5 1.6 -0.7
O 1.088888 -2.036271 -1.683999 -0.2 -1.1 0.3
H -1.567738 1.552980 2.441959 0.0 -0.1 0.1
H -1.334548 -0.850323 1.955725 0.0 0.0 0.0
H 0.659917 2.530545 -0.874194 0.1 -0.1 -0.1
```
Forces are in eV/Å.